# 1
Formula: C32H36GeInN8S3Se
Source: the Open Molecules 2025 dataset
Level of theory: ωB97M-V/def2-TZVPD

Calculated values
* charge: +1
* E: -7542.03980 Eh
* energy relative to the best compared isomer or geometry (same formula, charge and spin): 6.5 kcal/mol

The geometry in XYZ format:
```
82
Properties=species:S:1:pos:R:3:forces:R:3:mulliken_charge:R:1
C 8.948962 3.700410 -3.440504 0.04 -0.06 -0.04 -0.51
C 3.654361 -0.326217 -1.634835 0.12 -0.13 -0.06 -0.96
H -4.541723 -6.648272 3.422619 0.11 -0.05 -0.17 0.37
H 0.536848 0.032025 -4.899451 0.09 -0.16 -0.17 0.22
H -2.696934 -5.753765 -0.125614 -0.02 -0.14 -0.06 0.47
S 0.610378 0.215621 3.953067 0.10 -0.10 0.21 -0.27
H -4.370864 2.735369 -1.562925 0.04 0.02 0.00 0.46
C 0.220141 -0.239074 2.328723 -0.06 0.22 0.02 0.40
H 2.175339 -1.778231 -1.106406 -0.11 -0.21 -0.03 0.52
C 8.345580 1.403753 -3.994277 -0.06 0.01 0.04 -1.04
C 3.001528 1.927749 -1.213822 -0.07 0.33 0.14 -0.94
C -3.216280 1.056129 0.345564 0.18 0.05 -0.31 0.97
H -1.555534 -3.382798 3.232097 -0.06 0.01 0.07 0.11
H -0.987061 3.272235 0.735882 0.05 0.00 0.17 0.42
H -2.823071 -3.811461 4.417902 0.17 -0.08 -0.18 0.33
C -2.654022 1.643719 -0.914785 -0.25 -0.11 0.34 0.46
C 2.427054 -0.732527 -1.153796 0.08 0.31 0.10 -0.64
H -1.297758 -5.263265 0.790714 0.10 0.00 -0.05 0.48
In -0.710134 -0.718288 -0.293522 0.16 0.04 -0.13 1.18
C 5.230063 1.555684 -2.196249 -0.27 -0.32 0.00 -0.14
H -3.828977 -3.468488 -2.465554 -0.02 -0.02 -0.07 0.40
S 0.341888 -1.851546 1.682187 -0.16 0.29 0.14 -0.35
C -0.676892 4.298203 2.611782 0.00 -0.01 -0.07 -0.94
H 0.472259 2.887073 5.502437 -0.07 0.02 -0.27 0.42
S -0.569200 -1.288220 -2.759345 0.01 0.32 -0.05 -0.44
H 0.157208 1.699579 -4.633000 -0.01 -0.08 0.06 0.25
H -4.038737 -2.109914 -1.336094 -0.02 0.01 0.01 0.14
C -3.283694 2.830807 -1.561306 -0.13 0.09 0.20 -1.82
N 5.656469 2.759093 -1.971106 0.49 0.31 -0.19 -0.64
C -4.131506 1.735655 1.122198 -0.24 0.25 0.15 -0.69
H -0.265731 5.069796 4.581859 0.00 -0.12 -0.08 0.40
H 10.144764 2.354841 -4.639184 -0.14 0.02 0.09 0.38
H -5.318499 1.661244 2.915167 0.11 -0.07 -0.10 0.44
C -4.160138 -0.126040 2.630273 -0.05 0.00 0.07 -0.89
H 4.371846 -1.075939 -1.948966 -0.07 0.06 0.02 0.34
C 7.180521 1.619754 -3.250638 -0.17 -0.37 -0.16 0.73
H 9.670117 4.509907 -3.526738 -0.14 -0.16 0.01 0.38
H -4.700785 -2.722012 1.439851 -0.17 -0.27 0.04 0.25
N -1.070860 1.432282 -2.572237 -0.07 -0.65 0.60 -1.64
C -3.244254 -0.745229 1.796887 0.13 0.30 -0.27 -1.08
H -5.410410 -3.520225 2.863142 0.04 -0.01 -0.20 0.35
C 9.223067 2.467409 -4.075132 -0.04 0.08 0.06 -0.40
H 7.573188 4.839752 -2.224634 0.05 -0.20 -0.11 0.42
H -2.850052 -1.723772 2.017561 0.16 -0.14 0.04 0.99
N -2.789541 -0.170048 0.682788 0.08 -0.06 0.21 0.39
N -0.231696 0.741674 1.590964 0.01 0.44 0.18 0.30
C 3.946535 1.031859 -1.682461 0.58 0.02 -0.24 1.09
N 6.089803 0.815623 -2.962212 0.21 -0.14 -0.04 -0.03
Ge -3.370352 -4.808003 2.134408 0.10 -0.01 -0.06 0.66
N 0.221027 0.754383 -4.285988 -0.13 -0.09 0.11 -0.39
C 1.810480 1.437549 -0.729051 -0.25 -0.19 0.09 -0.13
H -4.457135 2.731877 0.835805 0.04 -0.20 0.06 0.54
C -3.941678 -6.618375 2.505592 -0.16 -0.29 0.15 -1.24
C -3.794130 -3.164888 -1.426115 0.04 0.02 0.00 -0.80
C -2.228792 -4.173824 3.568292 0.12 0.10 0.31 -0.88
C 6.889494 2.828326 -2.627061 -0.24 0.43 0.34 0.60
H 3.214688 2.992020 -1.222312 -0.05 -0.17 0.00 0.53
C -0.683826 3.191555 1.778364 -0.08 0.04 -0.09 -0.04
H -3.028356 3.747185 -1.014674 -0.04 -0.12 -0.03 0.31
H -2.922048 2.931885 -2.576184 0.04 0.00 -0.10 0.45
C -0.268238 4.189054 3.947711 0.03 -0.09 0.01 -0.57
C -2.299722 -4.954184 0.493976 0.01 0.05 -0.21 -1.12
H -0.981844 5.267503 2.222147 0.06 -0.20 0.09 0.42
C -4.605612 1.137094 2.284684 -0.11 0.16 0.03 -0.83
H -4.486260 -3.756597 -0.839233 -0.09 -0.03 0.04 0.29
C 0.134725 1.860851 3.621981 0.07 -0.03 0.11 1.00
H -3.076654 -7.275950 2.636156 -0.14 0.05 -0.02 0.38
H 5.948355 -0.121798 -3.282856 -0.03 -0.14 -0.06 0.18
H 8.555016 0.455278 -4.484297 -0.05 0.19 0.11 0.37
H -1.608281 -5.007846 3.914928 -0.09 0.15 -0.01 0.38
H 1.053997 2.108475 -0.339492 -0.02 -0.04 -0.04 0.34
C -0.493182 0.423036 -3.190225 0.06 0.34 -0.03 0.56
N -1.646549 1.025185 -1.385890 0.27 0.24 -0.50 1.00
C 7.789893 3.893387 -2.716420 0.06 0.20 0.06 -0.71
C -4.936865 -3.692367 1.888410 -0.35 0.24 -0.05 -1.06
N 1.512843 0.130037 -0.704702 -0.04 0.23 -0.21 0.20
H -4.551834 -6.995708 1.679752 0.06 -0.02 0.12 0.37
C 0.147157 2.972091 4.466201 -0.01 -0.02 0.06 -0.52
H -5.658960 -4.210988 1.247720 0.06 0.14 0.11 0.41
H -4.508304 -0.628048 3.526516 0.05 0.06 -0.13 0.56
Se -2.000801 -3.468699 -0.741475 0.09 -0.13 0.16 0.18
C -0.281819 1.958593 2.294462 -0.03 -0.44 -0.38 -1.08
```
Forces are in eV/Å.

=====

# 2
Formula: C32H36NO4
Source: the Open Molecules 2025 dataset
Level of theory: ωB97M-V/def2-TZVPD

Calculated values
* SMILES: CCOc1ccc(-c2cc(C)[n+](CCc3ccc(OC)c(OC)c3)c(-c3ccc(OCC)cc3)c2)cc1
* charge: +1
* E: -1596.48515 Eh
* energy relative to the best compared isomer or geometry (same formula, charge and spin): 0.0 kcal/mol

The geometry in XYZ format:
```
73
Properties=species:S:1:pos:R:3:forces:R:3:mulliken_charge:R:1
H 3.087830 2.032784 -1.422975 -0.19 0.10 -0.10 0.46
H 0.523514 3.072177 -3.510262 0.03 0.02 -0.04 0.39
H 4.353636 -1.829921 1.897993 0.05 -0.05 0.08 0.44
H 8.658495 -3.052179 2.388417 0.04 -0.05 0.09 0.42
H -1.217896 2.847165 -3.358942 -0.02 -0.04 0.00 0.48
C -2.259106 2.670880 1.264521 -0.06 0.08 -0.07 0.79
H -5.563931 -5.003124 2.139560 -0.04 0.01 0.08 0.31
C -0.989995 -0.517039 -1.310081 0.53 0.48 -0.12 1.30
C -2.012443 -2.757262 -0.947140 0.04 0.42 -0.07 -0.88
N 1.126443 1.287236 -1.549722 -0.19 -0.60 -0.31 0.52
C -0.310164 3.833533 0.427091 -0.18 0.11 0.10 -0.56
C -5.492116 -5.054456 -0.010438 0.04 -0.53 0.23 -0.43
C 3.771254 -0.260989 -1.573695 -0.08 -0.15 0.13 -0.33
C -4.480573 -1.586635 -0.534881 -0.16 -0.27 0.04 -0.90
O 6.530730 -1.655061 0.259310 0.07 0.09 -0.26 -0.40
C 5.270731 -1.270339 0.027028 -0.38 0.14 -0.11 0.76
H 2.407500 3.654462 0.458945 0.09 -0.01 0.01 0.60
H 0.527016 -1.826924 -0.508825 0.07 -0.07 0.04 0.73
H -5.276451 1.988806 2.237443 0.06 -0.07 0.02 0.26
H 6.660775 -1.563980 2.322306 -0.05 -0.07 -0.11 0.36
C 8.357422 -2.586208 1.455153 -0.41 0.14 -0.11 -1.44
H -5.053898 -6.553006 1.462051 0.01 -0.13 0.03 0.35
C -2.130136 -1.367146 -1.040312 -0.42 -0.41 0.07 0.31
C 2.706072 -0.372468 -0.672256 0.34 -0.04 0.19 -0.29
H 2.135488 -1.066064 1.273115 -0.09 -0.02 0.09 0.38
H -2.964066 -4.623885 -0.630876 -0.02 -0.10 0.02 0.40
H -2.847632 6.758432 -0.039378 0.09 -0.01 -0.02 0.27
H -2.082070 0.984515 -2.395231 -0.06 0.09 -0.07 0.69
H -4.165759 0.741343 1.617324 0.02 0.03 0.03 0.16
C 6.874600 -2.258546 1.499501 0.21 -0.22 0.41 -0.27
C -4.232482 1.692059 2.157162 -0.12 -0.22 0.15 -0.75
C 4.206867 -1.394701 0.923002 0.40 -0.17 0.10 -0.89
H 1.845343 3.226593 -1.815121 -0.01 -0.13 -0.04 0.55
H -1.250200 6.477105 0.692663 -0.01 -0.03 -0.02 0.37
C 0.484850 2.721457 0.707264 0.09 -0.14 0.24 -0.77
C -3.398211 -0.800930 -0.834206 0.25 -0.14 -0.01 -0.54
O -3.597330 2.736593 1.457359 0.28 0.30 -0.18 -0.44
H -3.932243 -5.186480 1.493194 0.09 -0.03 0.05 0.34
C -1.455776 1.589344 1.577485 -0.31 0.07 0.03 -0.30
C -4.358174 -2.983599 -0.450443 0.31 0.38 -0.10 0.86
H -6.544190 -5.331660 -0.110106 0.18 0.01 -0.07 0.32
C 5.024665 -0.705989 -1.233565 0.16 -0.06 0.13 -0.89
H -3.517917 0.271216 -0.869093 -0.04 0.14 0.00 0.47
H -1.562548 5.992614 -1.000449 0.01 -0.01 0.05 0.29
C 1.352023 0.037937 -1.059307 -0.28 -0.47 -0.01 0.13
C -0.095537 1.618313 1.301641 0.19 0.23 -0.02 -0.56
H -4.927837 -5.538373 -0.815355 -0.10 0.08 0.01 0.34
H -1.060786 -3.229612 -1.137789 0.10 -0.07 0.00 0.49
C 2.944850 -0.963899 0.565267 -0.15 0.24 -0.28 -0.46
C -4.972297 -5.475061 1.359415 -0.09 0.26 -0.32 -1.02
C 1.929958 2.689449 0.288643 -0.16 -0.02 -0.10 -1.13
C -3.100360 -3.555157 -0.668859 -0.33 -0.29 0.09 -0.49
C -1.998739 6.078880 0.001107 0.11 0.25 -0.09 -0.88
H 8.935958 -1.678752 1.307541 0.08 0.07 0.02 0.34
C 2.067067 2.348987 -1.215255 0.61 0.61 0.38 -1.08
H 2.460231 1.936709 0.873239 0.06 0.04 -0.01 0.34
H 6.285060 -3.173319 1.642781 -0.01 0.14 -0.02 0.37
C -0.085818 1.598690 -2.076967 -0.41 -0.05 -0.08 1.08
H 0.156819 4.715376 0.014653 -0.01 0.14 -0.08 0.62
H -5.452990 -1.154037 -0.361068 -0.12 0.06 0.02 0.45
H 5.845434 -0.639027 -1.928995 0.10 0.00 -0.10 0.45
C 0.312965 -0.860625 -0.935409 -0.16 0.25 -0.16 -1.09
H -1.876700 0.711476 2.039888 -0.12 -0.08 0.06 0.45
C -0.284620 2.886511 -2.804504 0.04 0.19 -0.03 -1.89
C -1.131732 0.714737 -1.965950 0.14 -0.27 0.17 -1.22
H 0.510173 0.765411 1.566869 0.09 -0.09 0.04 0.45
C -1.667048 3.827724 0.697124 -0.18 -0.01 -0.03 1.01
H 3.599920 0.134371 -2.564747 0.01 0.08 -0.09 0.59
H -0.347642 3.722974 -2.110531 0.03 0.04 -0.03 0.40
H 8.564437 -3.267002 0.634403 0.05 -0.08 -0.05 0.33
O -2.519193 4.850998 0.450585 -0.05 -0.42 0.18 -0.48
O -5.488582 -3.643723 -0.178603 -0.08 0.31 -0.02 -0.46
H -3.812917 1.570340 3.160279 0.00 0.00 -0.04 0.38
```
Forces are in eV/Å.

=====

# 3
Formula: C32H36S
Source: the Open Molecules 2025 dataset
Level of theory: ωB97M-V/def2-TZVPD

Calculated values
* SMILES: Cc1cc(C)c([C@H](C)C[C@H](Sc2ccc3ccccc3c2)c2c(C)cc(C)cc2C)c(C)c1
* E: -1639.15522 Eh

The geometry in XYZ format:
```
69
Properties=species:S:1:pos:R:3:forces:R:3:mulliken_charge:R:1
H 4.523644 0.831611 -0.725061 -0.10 0.03 0.15 0.46
C -4.194649 -2.588681 3.552252 -0.21 -0.21 0.25 -1.47
H 1.142064 -0.139177 -3.002575 0.25 0.00 0.04 0.22
H 0.264860 -1.162016 -0.562294 -0.30 0.34 -0.02 -0.27
C 2.154967 -0.466867 -3.272437 -0.14 0.13 -0.34 -1.40
H 0.581932 3.404606 -1.314284 -0.28 0.21 0.20 0.38
C 0.135922 -0.188230 3.395357 0.25 0.24 0.49 -1.46
H 4.992273 -5.314408 -2.576374 -0.10 0.03 -0.06 0.32
C 3.673213 -3.602388 -0.778514 -0.04 0.03 -0.30 -0.92
H 2.915113 -2.905974 -4.001003 0.02 0.00 0.24 0.25
C -2.745098 6.612744 -0.782695 -0.54 0.08 0.13 -0.67
H -2.022323 -1.037062 -1.497314 0.06 -0.44 0.23 0.34
C -3.166495 4.192914 -0.441114 0.49 0.92 -0.21 0.55
H 2.803720 0.418233 -3.292849 -0.14 -0.12 0.09 0.30
C -3.053664 -2.071090 2.736020 0.44 0.11 -0.23 0.65
C 1.470811 -0.057493 0.755796 0.45 0.38 0.05 -0.97
C -0.952803 -0.829437 2.587956 -0.04 -0.44 -0.60 1.04
H 1.025865 -0.831766 3.468719 -0.15 0.27 -0.17 0.27
C 2.843839 -1.333800 -0.974494 0.14 0.06 0.15 0.17
H -4.440183 7.912487 -0.572918 0.03 -0.19 -0.01 0.38
H 3.375312 -5.944873 -2.295262 0.02 0.05 -0.08 0.33
H 3.612485 1.729378 0.509811 0.04 -0.09 -0.04 0.47
H -4.020423 -2.404839 4.614674 -0.05 -0.07 -0.06 0.35
H 2.708972 -2.733162 1.865031 0.09 0.17 -0.18 0.34
C 3.835078 0.729790 0.122191 -0.04 0.00 -0.10 -1.81
C 3.524830 -3.811111 -2.145963 -0.04 0.37 0.14 0.62
H -5.215340 3.703641 0.018876 0.07 0.22 -0.03 0.37
C -3.031260 -2.234542 1.350137 0.16 0.32 0.28 -0.97
H -1.220158 -2.607773 -1.228212 -0.11 0.19 0.15 0.27
C -2.256119 5.281303 -0.733355 -0.34 -0.92 0.21 0.91
C 2.680869 -1.542411 -2.360180 0.08 0.03 0.38 1.17
C -4.526594 4.519944 -0.198354 -0.29 0.42 -0.01 -0.69
C -0.960749 -0.949998 1.168721 -0.28 -0.06 0.67 0.22
C -0.441956 3.655289 -1.029639 -0.55 0.36 0.16 -0.61
H 2.116907 0.691516 -1.124529 0.12 -0.25 0.14 0.21
H 1.777530 -0.852690 1.441482 -0.21 0.26 0.05 -0.23
C -0.893896 4.957653 -0.984685 0.25 -0.14 -0.15 -0.99
H 4.071316 -4.402926 -0.152328 -0.08 0.13 -0.16 0.43
H 1.447730 0.881200 1.321253 0.06 -0.19 -0.15 0.61
H -0.213504 -0.055286 4.426981 0.04 0.04 -0.25 0.45
C 0.104856 -0.434033 0.246266 -0.85 0.93 -0.54 0.81
C 2.545164 0.038134 -0.350073 -0.29 -0.11 -0.29 0.77
C -2.020945 -1.675719 0.573168 0.22 -0.40 0.16 1.06
H -4.334712 -3.665013 3.407158 0.02 0.10 0.03 0.33
H 3.746526 -5.122262 -3.821613 0.02 -0.08 0.03 0.36
C -4.976924 5.830870 -0.246906 0.25 -0.61 0.07 -0.54
H 2.104619 -0.849587 -4.297968 0.02 0.08 0.17 0.40
H 0.423365 0.796163 3.019381 0.03 -0.21 0.11 0.25
H -0.210093 5.788785 -1.165918 -0.08 -0.26 -0.06 0.33
H 4.360805 0.169648 0.899647 -0.07 0.21 -0.15 0.21
H -3.809303 -2.824311 0.866279 0.07 0.20 0.06 0.35
C -2.680793 2.860973 -0.437003 1.22 -0.55 -0.33 -0.58
H 3.820750 -1.357026 1.712984 -0.17 -0.25 -0.09 0.26
H -6.023743 6.065661 -0.060104 0.21 -0.16 -0.03 0.37
H -2.979758 -2.474537 -1.157818 0.17 -0.02 0.06 0.41
C -2.047784 -1.960182 -0.900699 -0.35 -0.01 -0.58 -1.62
C -4.083858 6.885863 -0.538172 0.89 -0.24 -0.17 -0.44
H -5.140538 -2.103698 3.283846 0.18 -0.03 -0.02 0.32
C 3.029229 -2.767698 -2.924473 0.04 -0.21 0.20 -0.98
S -0.761619 0.971221 -1.071138 0.95 -2.04 -0.39 -0.06
C -1.336709 2.572393 -0.756950 -0.95 1.54 1.13 0.03
C 3.928800 -5.116177 -2.746596 0.09 -0.34 -0.15 -1.51
H -1.934533 -1.374812 4.426536 -0.03 0.15 -0.34 0.27
H 4.408752 -3.004536 1.562419 -0.18 0.18 -0.07 0.52
H -3.361977 2.028281 -0.236857 0.20 0.31 -0.04 0.40
C 3.571920 -2.338589 1.307086 0.30 -0.25 0.57 -2.38
C -1.974453 -1.419923 3.334083 -0.50 -0.07 -0.25 -0.93
C 3.352422 -2.388833 -0.182894 -0.18 0.10 -0.28 1.62
H -2.043502 7.414635 -1.032495 -0.27 -0.24 0.14 0.35
```
Forces are in eV/Å.

=====

- E of number 3 (C32H36S)?
  -1639.15522 Eh

=====

- Among the records above, which one has the highest E?
  C32H36NO4

=====

- Which value of E does entry 3 give?
  -1639.15522 Eh

=====

- Look up the E of the first one.
  -7542.03980 Eh